1.
Computed, not measured: a 11-piece molecular cluster, C57H101Cl3F32O4 overall, with ωB97M-V/def2-TZVPD.

Each line ends with the Löwdin charge.
CARTESIAN COORDINATES (ANGSTROEM)
1 H -4.28 1.83 -6.90  0.06
2 H 8.23 8.75 7.66  0.17
3 F -3.38 9.45 -0.76  0.16
4 H -3.20 -11.47 -4.05  0.11
5 C 4.60 6.94 6.12  -0.34
6 F 3.50 6.52 5.50  0.12
7 C 5.14 4.38 -6.63  -0.21
8 Cl -5.68 0.14 -0.90  0.50
9 C 3.63 3.67 -8.74  -0.11
10 H 4.62 5.53 -8.33  0.10
11 F -1.58 9.53 -2.05  0.12
12 H -1.81 12.19 -1.74  0.17
13 H -3.48 -9.96 -1.56  0.10
14 H -9.03 2.69 -12.01  0.07
15 O 6.56 8.22 5.72  0.01
16 F -3.13 0.83 13.19  0.12
17 H -8.04 0.63 -0.93  0.00
18 C 5.54 7.55 5.05  -0.53
19 C -4.59 -10.21 13.04  -0.23
20 H 0.66 0.75 3.59  0.10
21 H 0.14 -0.70 2.88  0.11
22 H 7.42 5.02 -5.04  0.09
23 H -0.11 2.19 1.64  0.06
24 H -4.03 11.82 -5.11  0.17
25 H 2.14 -3.81 -9.12  0.07
26 O -3.47 10.46 -2.87  0.00
27 C -3.44 -9.39 -3.66  -0.20
28 H -1.44 5.28 13.63  0.15
29 H -6.63 -9.92 13.57  0.11
30 H -3.34 -7.40 -1.81  0.10
31 C 9.05 8.90 6.96  -0.39
32 C -2.49 -8.07 -1.67  -0.28
33 H 1.82 -5.74 -11.09  0.11
34 H -4.84 -11.05 -3.38  0.10
35 F -3.42 12.25 -0.71  0.13
36 H 0.72 -7.63 -14.03  0.07
37 F 10.72 0.79 1.66  0.16
38 H 1.82 -8.91 -13.80  0.07
39 H 6.20 4.66 -3.83  0.10
40 H 5.05 6.10 6.65  0.17
41 H 6.09 4.02 -7.02  0.10
42 C 9.44 -0.52 0.23  -0.04
43 H -2.74 -9.01 -4.40  0.10
44 F 4.83 8.47 4.34  0.15
45 C -2.79 -9.46 -2.25  -0.23
46 C -4.40 1.20 -7.79  -0.11
47 H 9.49 -2.20 2.46  0.18
48 C -7.08 -11.59 15.76  -0.14
49 C -5.35 1.86 -8.84  -0.27
50 H 2.81 0.82 2.49  0.11
51 H -6.35 1.80 -8.39  0.09
52 H 7.87 6.59 -3.31  0.06
53 Cl -7.20 2.59 -1.91  0.50
54 O 9.02 -1.86 -0.10  0.01
55 H -5.16 -11.80 -5.55  0.07
56 F -2.71 9.51 -5.61  0.14
57 C 10.38 -0.48 1.47  -0.52
58 H 4.45 3.21 -9.28  0.07
59 H 2.33 -5.26 -8.24  0.07
60 C -5.29 1.23 -10.20  -0.24
61 H -3.95 -10.56 -6.15  0.07
62 H -0.22 -4.42 -9.84  0.11
63 F 10.35 -1.10 3.74  0.09
64 H -5.33 0.14 -10.09  0.11
65 F 8.44 -0.57 2.80  0.11
66 F 7.82 -4.12 -2.58  0.12
67 H 2.90 4.13 -9.41  0.06
68 H -5.43 -10.33 15.80  0.10
69 H -5.13 2.92 -8.96  0.11
70 H 8.14 7.97 4.40  0.14
71 H -6.31 -11.57 13.17  0.10
72 H -3.46 8.35 -3.52  0.15
73 C -2.06 1.25 13.87  -0.25
74 C -2.38 11.54 -1.07  -0.33
75 C 2.05 0.21 2.01  -0.23
76 H -4.96 -11.94 15.28  0.10
77 F -2.90 5.02 11.55  0.14
78 F 9.62 7.74 6.68  0.14
79 H -4.35 1.46 -10.70  0.11
80 C -2.47 4.98 13.83  -0.04
81 H 0.61 0.10 0.47  0.10
82 H 1.21 -4.03 -7.67  0.06
83 C 9.65 -1.13 2.59  -0.33
84 H -0.32 -6.42 -11.91  0.11
85 F -1.16 3.00 12.36  0.14
86 H 2.55 -0.44 4.74  0.10
87 F 9.52 9.97 4.92  0.13
88 F -1.07 0.28 13.72  0.05
89 C 8.72 -2.15 -1.44  -0.48
90 F 4.24 7.76 7.09  0.13
91 C -7.20 0.82 -1.60  -1.49
92 F 9.90 9.63 7.66  0.13
93 H 2.11 -1.94 3.92  0.10
94 H -4.73 0.23 -7.43  0.06
95 H -7.86 0.47 -10.17  0.11
96 C 0.77 -8.31 -11.98  -0.26
97 C -7.78 1.51 -10.51  -0.27
98 C 4.13 4.75 -7.74  -0.27
99 H -2.70 -8.89 11.20  0.07
100 H 0.38 -0.49 6.02  0.07
101 H 3.25 5.19 -7.28  0.10
102 C 6.52 5.41 -4.56  -0.26
103 C -3.96 9.31 -3.66  -0.01
104 C 8.21 -3.59 -1.42  -0.34
105 H -6.20 2.75 -11.45  0.11
106 C 0.75 2.19 0.97  -0.11
107 F 7.88 10.67 6.17  0.16
108 C -4.80 -9.80 11.57  -0.26
109 H -1.26 -7.20 -3.31  0.07
110 C -4.61 11.00 -5.53  -0.35
111 O -2.63 3.56 13.92  0.01
112 H -0.02 -2.01 5.24  0.07
113 H -0.57 -7.42 -10.49  0.10
114 C 1.57 -4.55 -8.56  -0.13
115 C 0.80 -1.35 5.49  -0.13
116 H -0.12 -5.81 -8.79  0.10
117 H -4.23 7.26 11.88  0.17
118 H 6.19 7.12 -3.18  0.06
119 H -2.38 1.12 14.90  0.17
120 H 1.45 -8.84 -11.31  0.10
121 H -4.20 -8.61 -3.63  0.10
122 F -4.70 8.72 -5.78  0.15
123 H -5.50 -10.05 -5.45  0.07
124 C 5.40 5.57 -5.60  -0.22
125 C -4.05 -10.79 -4.07  -0.27
126 H 4.47 5.80 -5.07  0.11
127 H -7.72 -10.71 15.80  0.07
128 C 0.18 -7.08 -11.21  -0.22
129 C 1.45 -8.01 -13.31  -0.12
130 F -5.88 11.12 -5.05  0.10
131 H 2.28 -7.31 -13.22  0.07
132 H -1.09 -6.45 -1.74  0.06
133 F 11.51 -1.10 1.21  0.17
134 F 9.86 -1.99 -2.20  0.13
135 F 7.22 -3.70 -0.54  0.11
136 H 10.00 -0.05 -0.58  0.14
137 H -9.86 1.64 -10.84  0.06
138 H -1.89 -10.07 -2.16  0.11
139 C 6.96 6.76 -3.87  -0.10
140 C -3.78 -8.72 11.09  -0.11
141 H 1.45 2.95 1.32  0.07
142 H -5.82 -9.53 11.34  0.10
143 H -2.39 -8.16 -0.59  0.10
144 H -7.04 -12.04 16.75  0.07
145 C 7.56 8.77 4.86  -0.04
146 C -2.73 10.20 -1.68  -0.48
147 H 1.77 -6.84 -9.77  0.10
148 C -5.89 -10.71 13.69  -0.23
149 H -4.02 -8.69 10.03  0.06
150 C -6.40 1.72 -11.16  -0.21
151 C -5.73 -11.18 15.19  -0.26
152 H 1.49 -1.85 6.18  0.07
153 H -7.95 2.11 -9.63  0.09
154 C 1.71 -1.01 4.32  -0.28
155 H 8.93 -4.29 -1.00  0.17
156 H -0.34 -7.91 -1.88  0.07
157 H 6.96 7.58 -4.59  0.06
158 H 3.07 2.95 -8.14  0.06
159 C -3.53 6.98 12.67  -0.33
160 F -2.41 7.64 12.43  0.12
161 H 0.42 2.54 -0.01  0.06
162 H -2.83 5.49 14.72  0.14
163 H -4.69 -10.71 10.98  0.10
164 H 8.60 0.17 0.32  0.14
165 H -7.65 -12.28 15.13  0.07
166 F -0.48 3.05 14.38  0.17
167 C 1.14 -6.20 -10.38  -0.24
168 F -1.58 11.33 0.02  0.09
169 H -4.34 -9.38 13.70  0.11
170 C -8.98 1.74 -11.47  -0.11
171 C -3.97 9.65 -5.20  -0.49
172 H -3.77 -10.93 13.05  0.11
173 C -1.53 2.72 13.63  -0.49
174 F 7.71 -1.35 -1.80  0.16
175 F 6.13 6.65 4.29  0.18
176 F -4.63 11.26 -6.80  0.14
177 C 0.46 -5.17 -9.44  -0.24
178 H 5.68 6.42 -6.21  0.10
179 F -4.70 4.96 12.79  0.11
180 H -0.08 -8.95 -12.19  0.10
181 H -8.99 0.99 -12.26  0.06
182 Cl -7.76 -0.07 -3.05  0.49
183 H 2.60 -0.69 1.73  0.10
184 H -6.33 1.11 -12.06  0.11
185 C -4.72 -10.81 -5.42  -0.13
186 H 4.80 3.49 -6.10  0.10
187 C -3.41 5.45 12.70  -0.45
188 F -4.06 7.58 13.78  0.07
189 C 8.53 9.60 5.77  -0.49
190 H -4.04 -7.72 11.43  0.06
191 C 1.05 -0.18 3.18  -0.21
192 H 2.16 0.88 0.00  0.10
193 H -5.00 9.22 -3.32  0.14
194 H -3.41 0.99 -8.19  0.06
195 C -1.24 -7.41 -2.24  -0.12
196 H 7.18 9.37 4.04  0.15
197 C 1.40 0.79 0.78  -0.26

* highest occupied orbital energy: -10.58 eV
* multiplicity: 1
* total charge: 0
* DFT total energy: -7109.57886 hartree
* molar mass: 1564.73 g/mol
* structure (SMILES): FC(F)C(F)(F)COC(F)(F)C(F)F.FC(F)C(F)(F)COC(F)(F)C(F)F.FC(F)C(F)(F)COC(F)(F)C(F)F.FC(F)C(F)(F)COC(F)(F)C(F)F.ClC(Cl)Cl.CCCCCC.CCCCCC.CCCCCC.CCCCCC.CCCCCC.CCCCCC
* frontier orbital gap: 10.8654 eV


2.
Computed, not measured: the molecule C15H16F2N4O5S, with ωB97M-V/def2-TZVPD.

Each line ends with the Löwdin charge.
CARTESIAN COORDINATES (ANGSTROEM)
1 N 1.61 0.66 -2.82  0.01
2 H -0.23 1.52 -3.15  0.09
3 H 0.57 -2.26 1.34  0.12
4 F -1.68 1.22 4.01  0.09
5 H 2.14 1.64 -0.39  0.13
6 H 1.43 -2.13 2.91  0.13
7 C 2.66 0.32 -2.02  -0.18
8 H -3.47 -0.99 0.57  0.12
9 S -0.95 0.08 1.38  0.68
10 H -0.04 0.87 -1.51  0.07
11 O 4.72 -1.30 -4.45  0.08
12 C -3.97 0.69 4.02  0.09
13 C 1.59 0.35 -4.18  -0.43
14 C 3.73 -0.34 -2.52  0.07
15 H 2.88 -1.74 -6.17  0.10
16 N 1.83 -0.35 0.15  0.08
17 H 3.51 -0.13 -6.57  0.10
18 H -5.74 -0.98 1.65  0.12
19 C 2.59 0.66 -0.56  -0.09
20 C -5.03 0.09 3.36  -0.26
21 C -2.56 0.07 2.16  -0.20
22 H 1.74 -0.40 -6.50  0.09
23 O 3.15 -0.43 1.98  0.08
24 H -4.10 1.16 4.98  0.14
25 H 0.92 -0.60 -0.23  0.09
26 O 0.65 0.66 -4.88  0.07
27 H 4.56 -0.62 -1.90  0.13
28 C 0.46 1.40 -2.32  0.00
29 O -0.53 1.44 1.18  -0.26
30 C 1.03 -1.58 2.06  -0.12
31 H 0.76 2.39 -1.97  0.10
32 C 2.70 -0.67 -6.07  0.00
33 C -3.64 -0.53 1.53  -0.03
34 H 0.32 -0.02 3.21  0.12
35 C -4.88 -0.52 2.12  0.01
36 C 3.80 -0.71 -3.92  -0.44
37 C 2.14 -0.74 1.40  -0.49
38 H 3.59 0.65 -0.12  0.13
39 N -0.03 -0.69 2.54  -0.11
40 C -2.73 0.67 3.39  -0.25
41 N 2.68 -0.32 -4.66  0.03
42 F -6.23 0.10 3.94  0.09
43 O -1.01 -0.76 0.21  -0.30

* highest occupied orbital energy: -8.98 eV
* multiplicity: 1
* total charge: 0
* DFT total energy: -1774.39329 hartree
* molar mass: 402.38 g/mol
* structure (SMILES): Cn1c(CNC(=O)CNS(=O)(=O)c2ccc(F)cc2F)cc(=O)n(C)c1=O
* frontier orbital gap: 9.2177 eV


3.
Computed, not measured: an isolated ion of composition C5H13BrOPS and charge -1, with ωB97M-V/def2-TZVPD.

Each line ends with the Löwdin charge.
CARTESIAN COORDINATES (ANGSTROEM)
1 H 2.63 -2.02 -0.59  0.05
2 C 1.99 -1.20 -0.28  -0.57
3 C -0.57 1.19 0.26  -0.38
4 H -2.93 0.87 0.85  -0.05
5 H 2.82 0.82 -0.19  0.06
6 H -0.49 -1.28 -1.25  0.02
7 C -1.08 2.38 -0.38  -0.87
8 O -1.83 3.21 -0.01  0.00
9 H -1.63 -0.47 1.78  -0.05
10 H 1.51 -0.81 -1.18  0.05
11 H 0.25 0.79 -0.31  0.00
12 Br -0.42 2.56 -2.31  0.45
13 H -2.39 0.10 -1.01  -0.03
14 H -1.39 -2.47 -0.31  0.00
15 H -0.26 1.44 1.27  0.09
16 H -3.13 -1.17 0.49  -0.07
17 C 2.83 -0.10 0.39  -0.18
18 H 2.42 0.14 1.37  0.05
19 P -2.04 -0.18 0.39  0.33
20 C -0.82 -1.55 -0.25  -0.70
21 H 3.86 -0.41 0.51  0.05
22 S 0.65 -1.85 0.76  0.75

* highest occupied orbital energy: -3.92 eV
* multiplicity: 1
* total charge: -1
* DFT total energy: -3587.03898 hartree
* molar mass: 232.10 g/mol
* frontier orbital gap: 7.1139 eV


4.
Computed, not measured: a 2-piece molecular cluster, C4H11NO2 overall, with ωB97M-V/def2-TZVPD.

Each line ends with the Löwdin charge.
CARTESIAN COORDINATES (ANGSTROEM)
1 H -0.03 1.75 2.00  0.11
2 H 0.62 0.13 2.82  0.09
3 H -1.29 0.56 3.00  0.10
4 H 0.23 -2.70 -1.41  0.23
5 H 2.15 -0.74 -0.12  0.07
6 C 1.86 -1.58 -0.78  -0.19
7 O 0.53 -2.05 -0.48  -0.27
8 H 1.98 -1.28 -1.94  0.12
9 H -0.94 2.25 -1.69  0.10
10 C -1.13 1.15 -1.42  -0.03
11 C -0.36 0.54 2.21  -0.11
12 H -2.16 0.88 -1.90  0.11
13 H -0.20 -0.59 0.29  0.12
14 O -1.33 2.32 0.75  -0.02
15 N -0.98 0.13 0.77  0.00
16 H 2.49 -2.41 -0.34  0.08
17 C -1.13 1.32 0.07  -0.63
18 H -0.30 0.31 -1.82  0.12

* highest occupied orbital energy: -9.42 eV
* multiplicity: 1
* total charge: 0
* DFT total energy: -364.08222 hartree
* molar mass: 105.14 g/mol
* energy above the lowest of the compared OMol25 structures with the same formula, charge and spin: 116.69 kcal per mole
* structure (SMILES): CNC(C)=O.CO
* frontier orbital gap: 9.5674 eV